Computed, not measured: a cluster of 2 separate species, C17H30FIN3O6S in total in a non-equilibrium geometry, with the ωB97M-V functional and the def2-TZVPD basis.

Each line ends with the natural charge from an NBO analysis.
Positions of all 59 atoms, in Å:
1 C 3.39320 -1.71313 3.21649  -0.735
2 C 3.22533 -0.84106 1.87730  0.800
3 O 4.15683 -0.86020 1.05759  -0.505
4 O 1.98122 -0.11650 1.66259  -0.579
5 C 1.15866 -1.04961 0.91415  -0.101
6 C -0.40397 -0.95855 1.21501  -0.274
7 N -0.77983 -0.64508 2.63378  -0.435
8 C -2.11759 0.09581 2.63889  0.078
9 N -1.81278 1.54968 2.93069  -0.546
10 C -1.98030 2.21906 1.83136  0.228
11 S -2.09186 3.32749 0.62350  0.228
12 C -3.10132 -0.37865 3.81568  -0.099
13 O -3.38044 -1.79258 3.85057  -0.499
14 C -2.21496 -2.61139 3.59738  0.043
15 C -2.53849 -3.50721 2.31311  -0.551
16 C -1.53699 -4.73255 2.07300  0.408
17 O -1.17692 -4.95683 0.88780  -0.517
18 I -0.70334 -6.01392 3.61061  0.148
19 C -0.82280 -1.82532 3.56417  0.340
20 F 0.32432 -2.68923 3.41995  -0.328
21 H 2.86793 -1.24914 4.11331  0.230
22 H 2.88705 -2.72417 2.98579  0.246
23 H 4.49070 -1.95015 3.40119  0.273
24 H 1.49311 -2.10992 1.23623  0.197
25 H 1.37033 -1.00809 -0.21961  0.255
26 H -0.88583 -1.90047 0.78341  0.272
27 H -0.80759 -0.08780 0.57046  0.247
28 H -0.11344 0.03375 3.07278  0.484
29 H -2.69116 -0.04288 1.65672  0.243
30 H -4.06151 0.25662 3.78447  0.260
31 H -2.57746 -0.09209 4.80790  0.191
32 H -2.14165 -3.34410 4.48857  0.249
33 H -2.70325 -2.90086 1.34531  0.242
34 H -3.56924 -3.99117 2.51810  0.288
35 H -0.68913 -1.37760 4.62085  0.217
36 C 2.55681 0.56711 -2.12556  -0.253
37 O 1.21198 0.91985 -1.82527  -0.577
38 C 1.04585 2.29228 -1.45722  -0.067
39 C 0.34141 3.07688 -2.56778  -0.245
40 N 1.21058 3.26116 -3.72755  -0.620
41 C 0.51718 3.73671 -4.92875  -0.253
42 C -0.62049 2.87225 -5.49874  -0.087
43 O -0.19602 1.63770 -6.06496  -0.538
44 C 0.03170 0.60091 -5.12470  -0.244
45 H 2.61844 -0.52214 -2.16568  0.189
46 H 2.85660 0.95731 -3.10044  0.173
47 H 3.24463 0.92411 -1.35456  0.188
48 H 1.99396 2.75865 -1.16899  0.191
49 H 0.39830 2.29533 -0.57469  0.164
50 H 0.04407 4.05895 -2.18401  0.192
51 H -0.56788 2.52532 -2.83127  0.165
52 H 1.65377 2.37829 -3.95130  0.351
53 H 1.27966 3.83947 -5.70652  0.213
54 H 0.13351 4.74423 -4.73301  0.194
55 H -1.06100 3.43520 -6.32768  0.200
56 H -1.43460 2.71346 -4.78323  0.156
57 H -0.66145 0.64351 -4.28110  0.163
58 H 1.06705 0.62755 -4.78048  0.155
59 H -0.11092 -0.35621 -5.63563  0.195

Properties
Strongest force on any atom   5.13 eV/Å
Total energy   -2076.7545 hartree
Spin multiplicity   1
Frontier orbital gap   6.350 eV
Charge   +1